Entry 1:
Entry from the Open Molecules 2025 dataset: 4 unconnected molecules or ions with the total composition C14H32N3O11PS3 (ωB97M-V/def2-TZVPD).

Last column: Mulliken charge in e.
Positions of all 64 atoms, in Å:
S: -0.40961 2.74762 -2.82897  -0.0610
O: -0.24352 0.33901 -1.80732  -0.2176
C: -2.89337 1.10235 -3.53652  -0.6651
H: -1.43011 0.13878 -4.81262  0.5444
O: 1.33174 -0.93824 -4.23989  -0.4517
H: -4.40065 -2.39706 -3.78537  0.3548
S: 0.84265 1.33832 -6.04171  -0.3711
O: -4.35236 -1.90149 -2.95681  -0.4722
H: 1.49620 3.30970 2.69736  0.3530
H: 0.40332 3.13535 -3.82197  0.1866
H: 1.57431 0.93380 1.77293  0.4340
H: -3.67587 -0.33679 -4.95573  0.4228
O: -5.15911 0.08613 -1.86423  -0.5882
C: -2.91928 0.87004 3.56657  0.0869
C: 0.98339 0.06896 -1.24382  0.6283
H: 0.79971 -0.19618 2.90049  0.3132
H: 1.61345 -1.19633 -5.12764  0.3238
H: -2.95250 1.36667 6.69188  0.3424
C: 5.50527 -4.71356 0.14283  -0.9168
O: 2.36067 1.45438 5.90002  -0.6117
C: 0.93667 0.85556 2.65375  -1.0472
C: 4.62639 -2.66925 -0.85979  0.1300
H: 2.87869 3.16359 3.80709  0.3436
H: 2.41737 -4.22397 -0.66643  0.2425
H: 5.07394 -5.14092 1.04936  0.3447
H: -4.69754 1.07681 -4.78649  0.4514
H: 2.16859 -1.38591 -1.66993  0.5341
H: -3.46353 -0.07227 3.74514  0.3053
N: -2.94886 1.70974 4.61997  0.1622
P: 1.11083 0.64678 -4.25746  0.7895
O: 1.62943 0.90623 -0.68279  -0.5457
H: -0.03798 1.28804 2.43030  0.3662
H: -3.10411 1.15061 -2.46844  0.4576
H: -2.36855 3.53011 5.43813  0.3913
O: 2.36745 1.23495 -3.47714  -0.5200
C: 3.31932 -4.67023 -1.08548  -0.8689
H: 6.31353 -4.04213 0.42542  0.2819
H: -1.18662 2.81369 4.32297  0.0379
C: -1.59769 0.32629 -3.75119  -1.2566
C: -2.24885 2.97815 4.50891  -0.7054
C: -4.06305 0.38615 -4.23545  -0.9563
H: 3.37781 -5.71467 -0.79016  0.3828
H: -2.82420 2.10558 -3.94769  0.4233
H: -4.42640 2.11884 6.05547  0.3341
N: 4.50379 -3.97708 -0.60166  0.1147
H: -2.64822 3.56579 3.68190  0.3037
H: 1.27985 3.51953 4.45154  0.2967
C: -3.64386 1.38640 5.84697  -0.9405
C: -0.32778 0.92166 -3.11621  0.2373
H: -4.10491 0.40485 5.75289  0.2912
O: -2.34783 1.10728 2.51941  -0.6135
H: 3.25556 -4.60291 -2.17160  0.2856
H: 2.14179 1.77667 -2.70217  0.3943
C: 1.86012 0.91511 4.92890  0.0939
O: 1.26458 -1.22894 -1.31518  -0.3960
H: 1.61693 -0.16147 4.91013  0.3005
H: 5.54319 -2.21695 -0.45504  0.2669
H: 5.91817 -5.52213 -0.46255  0.3396
H: -1.71244 -0.64428 -3.26324  0.3422
N: 1.54163 1.54290 3.78419  0.1583
S: -5.13755 -0.52104 -3.15096  1.1862
O: -6.34788 -0.79621 -3.85931  -0.6257
O: 3.80379 -2.01723 -1.48409  -0.7355
C: 1.81412 2.96474 3.67855  -1.0131

As for the total energy: -83826.3573 eV. The SMILES is O=C(O)O[C@](S)(CCCS(=O)(=O)O)P(O)(O)=S.CN(C)C=O.CN(C)C=O.CN(C)C=O. The charge is 0. Its spin multiplicity is 1. The molar mass is 545.595 Da.

---

Entry 2:
Entry from the Open Molecules 2025 dataset: a molecular structure, C22H26N3OV in a non-equilibrium geometry (ωB97M-V/def2-TZVPD).

Last column: Löwdin spin population.
Positions of all 53 atoms, in Å:
H: 1.14692 -2.54672 -2.67073  0.0012
H: 0.19081 2.99113 3.39998  0.0003
C: -0.64092 3.17301 2.72043  0.0096
H: -2.14168 3.39943 -0.41530  0.0036
H: -0.47633 2.90742 -1.69526  0.0246
C: -0.19222 0.82303 -4.37489  0.2677
C: -2.43619 0.44775 0.87521  0.0257
H: 3.23439 -4.17454 0.22265  0.0004
H: -0.59358 -0.29996 4.53654  0.0001
H: -2.38662 -2.05184 2.87936  0.0007
H: -3.33699 -1.14369 -0.25559  0.0003
H: -3.18229 0.36185 -1.14245  0.0009
C: 3.77894 -0.39915 0.74642  -0.0115
N: 0.57659 -2.76622 -3.47423  0.0237
C: 4.68950 -2.62877 0.54469  -0.0126
H: 1.30090 -2.63931 0.26620  0.0007
C: -0.01617 0.14624 3.72001  0.0019
H: -2.94815 3.80166 1.09975  0.0011
H: -0.18470 -1.24001 -1.65653  0.0053
H: -0.40194 2.94591 -4.16967  -0.0053
H: -0.27908 3.84896 1.94430  0.0023
H: -2.17220 -2.32051 1.15042  0.0005
C: 4.86607 -1.26113 0.73098  0.0012
H: -4.42623 0.19432 0.10382  0.0011
C: -1.75648 -1.80737 2.01794  0.0089
C: -0.19936 -0.33013 -2.24691  0.0184
H: -0.14081 0.79749 -5.45298  0.0204
C: -2.12542 1.82275 1.09503  0.0284
H: 0.96317 -3.50002 -4.04836  0.0014
C: -0.41191 2.00042 -2.27425  0.2656
H: 0.72584 -0.58314 3.39290  0.0003
C: -3.39437 -0.05949 -0.15799  0.0061
C: -2.75071 2.99157 0.39266  0.0091
H: 0.53307 0.99245 4.13333  0.0003
N: 1.39776 0.00357 0.56700  -0.0872
C: 3.39797 -3.11376 0.37503  0.0013
O: 0.14530 -1.82331 -5.49332  0.0496
C: -1.17550 1.89625 2.14827  0.0156
C: -0.06853 -0.40894 -3.61636  0.1183
H: 3.91712 0.66697 0.87911  0.0001
H: 5.86409 -0.85618 0.85838  0.0004
C: -0.91633 0.57068 2.60026  0.0117
C: 2.46923 -0.87168 0.57752  -0.0032
H: -0.76882 -2.23540 2.19949  0.0010
C: 0.18037 -1.68332 -4.27282  0.0573
C: -0.34055 1.99286 -3.65379  0.0450
H: 5.53967 -3.29887 0.52706  -0.0009
H: -3.70582 2.70491 -0.05114  0.0004
H: -1.41820 3.70351 3.27981  0.0008
N: -0.36611 0.79301 -1.54595  0.1540
C: 2.30720 -2.25157 0.39363  -0.0106
V: -0.18271 0.64455 0.48631  1.9314
C: -1.68801 -0.32670 1.80406  0.0127

As for the total energy: -55443.2272 eV. The charge is -1. Its expectation value of S² is 3.809. The energy relative to the best compared isomer or geometry (same formula, charge and spin) comes out at 27.45 kJ/mol. Its spin multiplicity is 4. The molar mass is 399.414 Da.

---

Entry 3:
Entry from the Open Molecules 2025 dataset: a single C4H9N5 molecule in a non-equilibrium geometry (ωB97M-V/def2-TZVPD).

Last column: Mulliken charge in e.
Positions of all 18 atoms, in Å:
H: -1.92482 1.87967 0.20687  0.4357
C: -0.89695 1.87024 0.26789  -1.2255
H: 0.55567 -1.90384 -0.03124  0.3269
C: 1.26309 0.73541 0.14120  -0.1511
N: 3.16705 -0.31349 -0.34243  -0.6556
N: -0.28002 -1.75434 0.49723  -0.8607
N: 1.83205 -0.29540 -0.45369  -0.0834
H: -0.28372 2.77252 0.19546  0.2547
H: 0.09918 -1.72084 1.52372  0.2356
H: 3.55583 -0.97342 -0.96254  0.2528
H: -2.38222 -1.80177 0.10835  0.3820
N: -0.85010 -0.52764 0.12347  0.3052
C: -2.20034 -0.75534 -0.17812  0.0293
N: -2.97143 0.11650 -0.67268  -0.6198
H: 3.51239 0.71167 -0.41212  0.2586
H: 1.81316 1.60542 0.75137  0.3089
C: -0.16174 0.73373 0.17571  0.5675
H: -3.84708 -0.37910 -0.93845  0.2389

As for the total energy: -11740.7496 eV. The SMILES is [H]/N=C/N(N)C(=C)/C=N/N. The charge is 0. The energy relative to the best compared isomer or geometry (same formula, charge and spin) comes out at 374.62 kJ/mol. Its spin multiplicity is 1. The molar mass is 127.151 Da.

---

charge of number 3 (C4H9N5)? 0

---

Which value of charge does entry 1 give? 0

---

What is the charge in the second record? -1

---

Which of these has the lowest charge? C22H26N3OV